[1]
Molecular formula: C9H15NO2Se
Method: DFT, the ωB97M-V functional and the def2-TZVPD basis

```
28
Properties=species:S:1:pos:R:3:mulliken_charge:R:1
C -3.25714 -1.95163 -0.61869 -0.43
C -3.67972 -0.62029 -0.95591 -0.43
C -2.02443 -2.34889 0.13655 0.30
C -2.91423 0.52063 -1.17564 -0.36
C 2.06117 2.17687 1.51376 -1.36
C -0.42478 -2.16554 1.80810 -0.89
C 0.95497 -0.41462 -0.81845 -0.55
C -0.72071 2.54313 -0.73305 -0.46
C 1.35873 1.70226 0.24426 0.38
N -1.59653 -1.74060 1.14103 -0.25
O 0.82300 0.38529 0.30818 -0.20
O 0.38632 2.81836 0.05514 -0.41
Se -1.95317 1.22795 0.22868 0.23
H -3.86892 -2.71131 -1.15974 0.28
H -4.58538 -0.62329 -1.52960 0.35
H -1.44045 -3.24380 -0.39850 0.21
H 1.94720 3.29296 1.63606 0.37
H 1.50430 1.80658 2.43781 0.26
H 3.08749 1.79498 1.53195 0.32
H -0.68875 -2.34551 2.90083 0.29
H 0.00682 -3.07992 1.49634 0.37
H 0.18798 -1.25024 1.70480 0.24
H 2.04054 -0.53330 -1.05196 0.33
H 0.50052 0.10280 -1.72102 0.29
H 0.58972 -1.36623 -0.39592 0.15
H -0.36099 1.94129 -1.58269 0.27
H -1.26660 3.50747 -1.03533 0.37
H 2.07292 1.64561 -0.71971 0.31
```

Properties
**HOMO energy (spin up / spin down)**: -7.51 / -7.51 eV
**Total charge**: 0
**LUMO (spin up / spin down)**: -0.319 / -0.318 eV

[2]
Molecular formula: C29H31As2F6GeNO4S2Zr
Method: DFT, the ωB97M-V functional and the def2-TZVPD basis

```
77
Properties=species:S:1:pos:R:3:mulliken_charge:R:1
Zr 0.39004 -0.36524 0.46086 0.09
F -1.89632 0.53480 3.83992 -0.20
C -2.30439 -0.54232 3.18895 0.68
F -3.37495 -1.05459 3.72507 -0.17
F -2.54359 -0.20569 1.90093 -0.20
S -0.91303 -1.76452 3.14828 1.22
O 0.18422 -0.91183 2.58899 -0.65
O -0.69834 -2.29131 4.43170 -0.53
N -1.37188 -2.82689 2.07469 -0.51
S -0.92647 -2.80834 0.59561 1.25
O -1.45247 -1.67561 -0.20439 -0.55
O 0.53332 -2.72882 0.40755 -0.46
C -1.62688 -4.42886 -0.02830 0.50
F -0.97597 -5.38694 0.58010 -0.13
F -1.40878 -4.44581 -1.32705 -0.15
F -2.90280 -4.44540 0.24662 -0.13
C -1.46870 -0.06817 -3.33575 -1.26
As 0.16144 0.32399 -2.35467 0.95
C 1.53089 -0.44925 -3.49348 -1.12
C 0.39716 2.24536 -2.49791 -0.50
C 0.75334 2.81741 -3.71451 -0.74
C 1.00017 4.18204 -3.80523 -0.85
C 0.89967 4.98085 -2.67668 -0.85
C 0.50253 4.42578 -1.46553 -0.76
C 0.23943 3.06429 -1.37400 0.82
As -0.58295 2.32607 0.21873 0.72
C -2.45825 2.28663 -0.30029 -1.07
C -0.58317 3.66256 1.62063 -1.30
H -1.28573 0.06001 -4.40203 0.43
H -2.25977 0.61374 -3.03334 0.39
H -1.77143 -1.09487 -3.13942 0.47
H 1.55174 0.05817 -4.45641 0.50
H 1.28320 -1.49714 -3.65954 0.46
H 2.50845 -0.37286 -3.02091 0.08
H 0.84412 2.20775 -4.60585 0.36
H 1.26519 4.61828 -4.75907 0.50
H 1.10176 6.04161 -2.74011 0.49
H 0.38465 5.07173 -0.60456 0.40
H -2.71168 3.21800 -0.80436 0.46
H -3.07524 2.17879 0.59059 0.48
H -2.64760 1.44509 -0.96342 0.28
H -0.93945 4.61160 1.22286 0.52
H 0.40233 3.78896 2.05989 0.37
H -1.28195 3.31865 2.38228 0.42
C 2.79310 2.03503 1.84267 -1.40
Ge 2.79426 0.85933 0.26057 1.82
C 2.97052 -1.00369 0.89148 0.30
C 3.25170 -1.98962 -0.07426 -0.22
C 3.60511 -3.26897 0.30864 -0.93
C 3.65816 -3.58976 1.66298 -0.56
C 3.37182 -2.63514 2.63366 -0.91
C 3.02828 -1.34842 2.25310 -0.14
C 4.28800 1.43318 -0.90806 0.34
C 3.99660 2.11936 -2.09025 0.29
C 4.99723 2.62452 -2.90633 -0.91
C 6.33536 2.46042 -2.55174 -0.88
C 6.67215 1.78720 -1.37308 0.60
C 8.02719 1.62549 -1.00599 -0.63
C 8.38911 0.95507 0.16524 -0.66
C 7.40079 0.43778 0.97868 -1.15
C 6.05153 0.58435 0.63401 -0.12
C 5.64766 1.26095 -0.53541 0.57
H 3.76434 1.99713 2.33925 0.50
H 2.03378 1.75298 2.57604 0.49
H 2.61261 3.06353 1.53108 0.43
H 3.21819 -1.74276 -1.13201 0.34
H 3.84066 -4.01815 -0.43532 0.52
H 3.92951 -4.59331 1.96446 0.47
H 3.42298 -2.89581 3.68256 0.53
H 2.81816 -0.60827 3.01619 0.45
H 2.96466 2.28210 -2.37671 0.29
H 4.74226 3.15206 -3.81578 0.54
H 7.11860 2.85828 -3.18547 0.47
H 8.79642 2.03568 -1.64971 0.48
H 9.43347 0.84786 0.42444 0.46
H 7.66050 -0.08556 1.88894 0.50
H 5.30745 0.15064 1.29012 0.36
```

Properties
**Expectation value of S²**: 0.778
**HOMO energy (spin up / spin down)**: -16.56 / -16.57 eV
**2S+1**: 2
**Total charge**: +3
**LUMO (spin up / spin down)**: -9.459 / -11.461 eV
**ΔE to the lowest compared entry with this formula, charge and spin**: 202.7 kJ/mol

[3]
Molecular formula: CH3F2NS
Method: DFT, the ωB97M-V functional and the def2-TZVPD basis

```
8
Properties=species:S:1:pos:R:3:mulliken_charge:R:1
C -0.21114 -0.11666 -0.23875 -0.49
N -1.81770 -0.35016 0.83689 -0.36
F -1.06936 -2.47377 2.22385 -0.29
F -1.42328 -2.70269 -0.03557 -0.28
S -2.13896 -1.77320 1.13345 0.58
H 0.33981 0.64989 0.33435 0.23
H -0.67366 0.42209 -1.11984 0.24
H 0.10367 -1.04359 -0.27724 0.35
```

Properties
**HOMO energy**: -10.74 eV
**Total charge**: 0
**LUMO**: -0.170 eV
**ΔE to the lowest compared entry with this formula, charge and spin**: 141.0 kJ/mol

[4]
Molecular formula: C5H20B2Ca2CsF5N3O9PS2
Method: DFT, the ωB97M-V functional and the def2-TZVPD basis

```
50
Properties=species:S:1:pos:R:3:mulliken_charge:R:1
B -2.51730 0.50737 -0.70226 0.36
P -2.05385 -1.31458 -0.42407 0.69
O -1.66663 -1.44255 1.10347 -0.42
O -0.65507 -1.63672 -1.22165 0.02
S -3.45221 -2.53180 -0.91800 -0.42
H -2.83604 0.82665 -1.81891 -0.31
H -2.48139 1.31249 0.16429 -0.15
H -1.07325 -0.69228 1.34820 0.40
H -0.57541 -1.02762 -1.98675 -0.09
B -5.39195 2.77935 -1.89379 0.69
F -4.49707 3.16431 -0.83533 -0.49
F -5.95271 3.95580 -2.49945 -0.42
F -4.67267 2.09140 -2.85121 -0.41
F -6.40098 2.01822 -1.37228 -0.36
C -0.76223 2.35716 4.09265 -1.00
S 0.43529 1.57869 3.00911 0.34
O -0.35196 0.94706 1.90580 -0.65
C 0.94226 0.22248 4.02783 -0.70
H -1.20384 3.19697 3.55983 0.33
H -1.53826 1.63902 4.35783 0.30
H -0.25444 2.71754 4.98685 0.40
H 0.07703 -0.39519 4.27558 0.24
H 1.41758 0.59323 4.93614 0.47
H 1.65849 -0.36935 3.45560 0.14
Cs -5.02004 5.38915 -1.00796 0.94
C 1.68182 -4.46901 4.33949 -1.15
C 0.64856 -3.40018 3.88178 0.75
O 0.34820 -2.57653 4.86522 -0.39
H 1.27157 -5.07229 5.14772 0.36
H 1.91777 -5.12893 3.50160 0.33
H 2.60805 -4.00510 4.67475 0.30
H -0.20837 -3.95121 3.44036 0.23
H 1.12416 -2.91522 2.96823 0.03
Ca -0.47109 1.26732 -2.56880 0.40
N 1.68490 -3.74599 0.38441 1.16
O 0.87363 -2.94036 -0.03328 -0.62
O 1.85048 -4.03191 1.53628 -0.50
O 2.46420 -4.35655 -0.52392 -0.91
Ca 3.56500 -3.97706 -2.20100 1.53
C 1.67020 4.13733 -6.09748 0.61
O 1.77698 3.24722 -5.26592 -0.57
N 0.57177 4.94769 -6.17295 -0.36
N 2.64401 4.38879 -7.01593 -0.38
H 0.46934 5.68072 -6.84843 0.17
H -0.16394 4.78977 -5.51197 0.19
H 3.46363 3.81150 -6.98596 0.22
H 2.58207 5.11132 -7.70736 0.16
F 2.28782 -1.86977 2.02569 -0.68
O 6.75037 -5.39292 -2.10835 -0.94
H 7.41552 -5.43543 -1.41569 0.17
```

Properties
**HOMO energy**: -5.83 eV
**Total charge**: 0
**LUMO**: -3.882 eV